No. 1
Entry from the OMol25 dataset: 10 unconnected molecules or ions with the total composition C44H114N6O20 (ωB97M-V with the def2-TZVPD basis set).

Positions of all 184 atoms, in Å:
C 3.31999 2.53759 1.80612
C 3.13847 1.09393 2.20979
O 3.87365 0.71592 3.36322
O 2.40946 3.34177 2.55646
H 3.09735 2.53340 0.73208
H 4.33198 2.91361 1.98531
H 3.25180 0.35973 1.41071
H 2.04878 1.03644 2.35066
H 3.87466 1.44738 3.98775
H 2.34075 4.12771 1.98988
C -0.27298 0.22882 -1.02178
C 0.19825 1.54788 -1.69955
O 0.34281 1.47207 -3.09184
O 0.34398 0.06279 0.22502
H 0.09394 -0.58891 -1.65450
H -1.36168 0.17945 -0.95038
H 1.12879 1.83211 -1.19738
H -0.52939 2.26820 -1.29860
H 0.72525 2.29616 -3.42203
H -0.28122 0.25995 0.92881
C 2.43897 -0.53344 -5.73011
C 3.97468 -0.35121 -5.74261
O 4.30312 0.91821 -5.14010
O 1.89126 -0.49718 -4.40701
H 2.31020 -1.54573 -6.11844
H 2.06375 0.26724 -6.36562
H 4.23105 -0.39361 -6.80188
H 4.52186 -1.13213 -5.21575
H 4.41713 0.73219 -4.20634
H 1.61571 0.42463 -4.31264
C 1.18603 5.08191 -4.93248
C 2.10678 5.67322 -3.87661
O 3.45162 5.49202 -4.32946
O 1.60580 3.73375 -5.12567
H 1.29279 5.71635 -5.81418
H 0.14498 5.10640 -4.59941
H 2.01583 5.19393 -2.90001
H 1.93683 6.73532 -3.72740
H 3.65778 4.55513 -4.40182
H 1.03046 3.18752 -5.66632
C -5.73651 -0.69284 -1.02666
O -5.88809 0.71940 -1.05104
C -5.08445 1.29595 -0.05145
C -5.33964 2.78314 0.13641
N -4.85871 3.59191 -0.97377
C -5.68448 3.58276 -2.20907
C -4.89550 4.31231 -3.31827
O -3.52540 3.98328 -3.20965
C -2.90150 3.11706 -4.14120
H -4.79427 -1.00286 -1.48553
H -6.43973 -1.22797 -1.66876
H -5.90477 -1.01375 0.00263
H -4.00382 1.12469 -0.19941
H -5.07500 0.88086 0.97360
H -4.70552 3.13640 0.95489
H -6.38849 2.98752 0.34989
H -3.97424 3.28293 -1.36151
H -6.67822 3.96790 -1.99824
H -5.61460 2.54191 -2.54064
H -5.05911 5.38671 -3.21367
H -5.25222 4.00204 -4.30384
H -1.92122 2.86572 -3.75178
H -2.90140 3.52492 -5.15749
H -3.54097 2.23356 -4.25636
C 5.87130 0.44429 -0.30920
O 5.15629 -0.71985 -0.64041
C 4.08504 -0.50835 -1.56162
C 3.16013 -1.70427 -1.37154
N 2.91431 -2.42460 -2.62928
C 1.79840 -3.35054 -2.40940
C 2.08067 -4.57183 -1.54829
O 1.68037 -5.66687 -2.35214
C 1.97741 -6.91847 -1.78467
H 6.24782 1.03119 -1.15680
H 6.48128 0.39929 0.58525
H 5.11027 1.20873 -0.03993
H 4.47968 -0.35388 -2.56597
H 3.64166 0.42349 -1.18095
H 2.25073 -1.33204 -0.87812
H 3.65047 -2.41115 -0.70265
H 2.62030 -1.76812 -3.36714
H 1.54570 -3.66724 -3.42420
H 0.92815 -2.78686 -2.03960
H 1.44080 -4.54722 -0.65866
H 3.13303 -4.53595 -1.24956
H 3.04758 -7.15459 -1.78425
H 1.50617 -7.70041 -2.38029
H 1.65615 -7.08161 -0.74980
C -0.64431 -7.41706 1.82294
O -1.11331 -7.42364 0.48247
C -1.46129 -6.15057 -0.02510
C -2.26177 -6.30639 -1.31415
N -1.62102 -5.57932 -2.40248
C -2.21494 -5.75201 -3.70243
C -2.20453 -4.38242 -4.43634
O -3.06137 -3.43144 -3.82379
C -2.62129 -2.83315 -2.61496
H -0.81440 -8.42052 2.21194
H -1.11936 -6.71117 2.50686
H 0.43626 -7.25430 1.78928
H -0.65663 -5.42483 -0.19016
H -2.13345 -5.65718 0.68704
H -3.24975 -5.86566 -1.16606
H -2.30318 -7.37577 -1.54501
H -0.63344 -5.40144 -2.34660
H -3.23945 -6.11175 -3.63461
H -1.60756 -6.48414 -4.25157
H -2.51569 -4.46706 -5.48095
H -1.20750 -3.94182 -4.56678
H -2.65865 -3.54111 -1.78775
H -3.32211 -2.03655 -2.36693
H -1.62880 -2.40017 -2.76950
C -0.82494 0.32283 4.25332
O -1.77822 -0.56823 4.76865
C -2.85631 0.09858 5.44400
C -3.79461 -0.84117 6.18477
N -3.12414 -1.36072 7.38618
C -3.63115 -2.66758 7.76870
C -3.14358 -3.82220 6.84185
O -1.73047 -3.67487 6.82669
C -1.11144 -3.89122 5.53338
H -0.32565 0.81313 5.09467
H -1.29295 1.05798 3.58716
H -0.06623 -0.13417 3.62505
H -3.34194 0.69550 4.66287
H -2.33006 0.80599 6.09595
H -4.34443 -1.48565 5.49536
H -4.53157 -0.17151 6.64378
H -2.12770 -1.42125 7.22044
H -4.71368 -2.77905 7.65154
H -3.29279 -2.91510 8.77359
H -3.59303 -3.67077 5.85110
H -3.50423 -4.81310 7.13477
H -1.43501 -4.86010 5.14870
H -0.05204 -3.99228 5.76341
H -1.34531 -3.00056 4.95320
C 3.12270 9.26122 1.54698
O 3.38709 7.93321 1.17269
C 3.02894 6.94499 2.15528
C 1.68627 6.34478 1.87016
N 1.69766 5.52637 0.66837
C 0.35999 5.19545 0.15460
C -0.39963 6.39317 -0.37418
O 0.09790 6.77120 -1.61671
C -0.43123 7.90124 -2.28612
H 3.75498 9.58591 2.37418
H 2.07152 9.56706 1.58146
H 3.42727 9.83937 0.66678
H 3.11061 7.52348 3.07946
H 3.77359 6.14667 2.21056
H 0.95355 7.16596 1.86704
H 1.37364 5.80036 2.77160
H 1.97056 6.28067 0.02828
H -0.20835 4.61719 0.88441
H 0.40316 4.56640 -0.73999
H -0.49933 7.21155 0.35855
H -1.48290 6.21514 -0.49666
H -1.41356 7.74533 -2.72460
H 0.34187 8.27170 -2.95769
H -0.43968 8.74901 -1.58880
C 4.98755 -3.12193 2.08400
O 3.66999 -3.59486 2.01214
C 3.10961 -3.79155 3.30011
C 2.30565 -2.55882 3.72583
N 0.92044 -2.66917 3.29284
C 0.78379 -2.84098 1.84410
C -0.69074 -2.82486 1.45487
O -1.39727 -1.61932 1.66507
C -2.78541 -1.73662 1.41965
H 5.06592 -2.14195 2.57115
H 5.43768 -2.99783 1.09888
H 5.62181 -3.82179 2.64108
H 3.85849 -4.04483 4.05935
H 2.48610 -4.68718 3.37189
H 2.86148 -1.64472 3.48401
H 2.30157 -2.53642 4.82205
H 0.40296 -1.84102 3.54505
H 1.17516 -3.78365 1.45733
H 1.31214 -2.10420 1.22735
H -1.20236 -3.65088 1.96872
H -0.82062 -3.06922 0.38948
H -2.94912 -2.28709 0.48530
H -3.37871 -0.82815 1.42493
H -3.18073 -2.43266 2.16887

The value obtained for the molecular weight is 1047.4 g mol⁻¹. As for the total charge: 0. Its structure (SMILES) is COCCNCCOC.COCCNCCOC.COCCNCCOC.COCCNCCOC.COCCNCCOC.COCCNCCOC.OCCO.OCCO.OCCO.OCCO. As for the frontier orbital gap: 8.223 eV. Its relative energy (zero: lowest compared OMol25 entry of this formula, charge and spin) is 93.16 kcal per mole. The value obtained for the HOMO energy is -0.290 Eh.


No. 2
Entry from the OMol25 dataset: 11 unconnected molecules or ions with the total composition C44H121N11O11 (ωB97M-V with the def2-TZVPD basis set).

Positions of all 187 atoms, in Å:
C 23.23520 11.52666 10.32026
C 23.36738 12.36593 9.07407
C 21.94947 12.37593 8.38654
O 21.40988 11.11967 8.06117
C 22.17989 10.42456 7.08678
N 23.77638 13.69058 9.46070
H 22.56683 11.99696 11.04956
H 24.15358 11.41315 10.90570
H 22.87274 10.51177 10.14253
H 24.07029 11.91315 8.37065
H 22.07629 13.03500 7.51854
H 21.25094 12.79922 9.10947
H 21.77482 9.43310 6.87536
H 23.13696 10.19702 7.56652
H 22.25651 10.96844 6.14455
H 23.11672 14.15468 10.08203
H 23.77593 14.35115 8.66054
C 27.04455 11.01286 -2.35297
C 26.84735 12.52750 -2.24130
C 27.75299 13.18604 -1.24321
O 27.35179 12.75071 0.04874
C 28.43263 12.64586 0.97946
N 26.89813 13.17966 -3.56157
H 26.83545 10.48428 -1.41771
H 28.11989 10.80075 -2.42619
H 26.47127 10.60097 -3.17868
H 25.81807 12.61401 -1.87183
H 27.59905 14.26615 -1.33948
H 28.80023 12.93656 -1.44736
H 28.76078 13.65213 1.25106
H 29.18731 11.96484 0.58993
H 27.97857 12.24448 1.88758
H 26.24932 12.62555 -4.11480
H 27.78098 13.03282 -4.04492
C 31.30512 12.20997 12.05990
C 31.64832 11.03952 11.12334
C 30.89152 11.21059 9.81325
O 31.11203 10.07894 8.94561
C 30.25994 9.00309 9.29007
N 33.09290 10.98475 10.95456
H 31.48878 13.19382 11.62175
H 31.83443 12.18073 13.00871
H 30.22504 12.14906 12.23321
H 31.36121 10.12015 11.63452
H 31.20675 12.03803 9.17323
H 29.80908 11.35193 9.91899
H 29.25015 9.23854 8.92653
H 30.21723 8.81971 10.36442
H 30.51777 8.08597 8.75922
H 33.42909 11.62652 10.24592
H 33.33357 10.05030 10.63943
C 26.01944 16.07011 8.55140
C 25.53817 15.90090 7.12553
C 26.22738 14.73410 6.40614
O 25.83075 14.50718 5.07024
C 26.44966 15.43004 4.16787
N 24.08162 15.52436 7.16120
H 25.24463 16.52686 9.16521
H 26.87603 16.75145 8.57949
H 26.33194 15.15393 9.05173
H 25.64337 16.81267 6.53419
H 26.11773 13.84580 7.03188
H 27.29623 14.98862 6.38730
H 25.80736 15.39378 3.28963
H 27.42086 15.08203 3.80503
H 26.50301 16.41821 4.61665
H 23.91348 14.87188 6.39584
H 23.52593 16.33612 6.90769
C 22.59302 11.79749 1.44459
C 23.85735 12.53369 1.01285
C 23.88071 13.99694 1.42978
O 23.09343 14.88470 0.65476
C 23.22413 14.84370 -0.74138
N 25.02794 11.87372 1.57345
H 22.55248 10.73528 1.20498
H 21.68424 12.22523 1.01016
H 22.42331 11.97340 2.51113
H 23.94014 12.42362 -0.07803
H 24.91688 14.34931 1.30328
H 23.62247 14.13873 2.47942
H 24.23660 14.89448 -1.16237
H 22.60126 15.66222 -1.09503
H 22.83556 13.90725 -1.16124
H 25.84926 12.41403 1.32424
H 25.17668 10.93468 1.23024
C 34.68964 10.90401 1.08173
C 33.60354 10.41995 2.02565
C 32.72600 11.54674 2.53771
O 31.87190 11.18509 3.60369
C 30.91964 12.19263 3.86371
N 32.88326 9.28254 1.43477
H 35.17675 11.80357 1.46749
H 34.20048 11.19552 0.14747
H 35.48120 10.18680 0.87951
H 34.11416 10.02767 2.92631
H 32.12266 11.80279 1.65412
H 33.40732 12.36084 2.79303
H 30.26773 11.89490 4.68057
H 30.31874 12.35282 2.96247
H 31.39762 13.15623 4.06169
H 32.31847 8.86499 2.17814
H 33.56348 8.55572 1.23331
C 19.76457 14.62560 1.05434
C 18.90297 14.07369 2.19617
C 19.45274 14.36402 3.58406
O 20.63396 13.64820 3.76630
C 21.20352 13.72868 5.05491
N 17.59538 14.74100 2.05018
H 20.70465 14.07156 1.03381
H 20.03622 15.67930 1.11130
H 19.27955 14.48489 0.08613
H 18.84120 12.98169 2.11047
H 18.68980 14.11442 4.34062
H 19.55558 15.45173 3.71490
H 22.19930 13.28461 5.03841
H 20.62104 13.05030 5.69654
H 21.12293 14.73743 5.46985
H 17.04373 14.36183 2.82037
H 17.14108 14.49948 1.18093
C 32.65069 9.03312 6.09961
C 32.48577 7.95827 5.06950
C 31.84335 6.71040 5.69087
O 32.75071 6.08420 6.61378
C 33.91168 5.56137 5.99638
N 31.50087 8.39754 4.02562
H 33.00074 9.96998 5.66045
H 33.38462 8.77473 6.86974
H 31.72864 9.26424 6.63899
H 33.42181 7.79775 4.53227
H 31.55536 5.95892 4.95034
H 30.98869 6.96374 6.31956
H 33.76429 5.16492 4.99010
H 34.25154 4.76694 6.66356
H 34.70450 6.31682 6.00402
H 30.59447 8.25907 4.45714
H 31.60505 9.41087 3.88595
C 24.82812 5.37010 4.76767
C 26.17624 5.20117 4.11737
C 27.29572 5.61054 5.07961
O 28.57622 5.49473 4.44084
C 28.84964 6.38375 3.37119
N 26.39287 3.77747 3.73586
H 23.96523 5.07877 4.16614
H 24.78365 6.43112 5.02490
H 24.72606 4.74870 5.66059
H 26.27683 5.78189 3.19213
H 27.28934 4.92475 5.92854
H 27.17822 6.58568 5.56269
H 29.83314 6.15688 2.95948
H 28.92210 7.38861 3.78945
H 28.15901 6.27327 2.53106
H 25.66896 3.62141 3.03293
H 27.24103 3.81381 3.16686
C 23.01632 7.04907 10.90169
C 22.94126 6.83630 9.38918
C 24.24092 6.25333 8.82671
O 25.24287 7.24148 8.93253
C 25.36179 8.09208 7.80934
N 21.76898 5.92551 9.22243
H 23.95113 7.53573 11.19864
H 22.97396 6.12391 11.47611
H 22.20960 7.71084 11.22346
H 22.71371 7.83369 8.99272
H 24.08500 5.80903 7.83960
H 24.53044 5.45065 9.50770
H 26.09550 8.83624 8.11489
H 24.45213 8.66689 7.60084
H 25.67359 7.58486 6.89888
H 20.96616 6.48412 9.48532
H 21.70618 5.66632 8.24095
C 24.40592 9.49325 4.59215
C 25.07872 10.68293 5.25255
C 26.60867 10.61154 5.03951
O 27.01182 9.37760 5.63625
C 28.38975 9.29902 5.88010
N 24.48287 11.92628 4.80209
H 24.66388 9.47707 3.52651
H 23.32139 9.44511 4.66830
H 24.83936 8.56061 4.95180
H 24.94733 10.62605 6.33717
H 27.14364 11.44292 5.51054
H 26.81606 10.65679 3.96263
H 28.60759 8.39222 6.44684
H 28.74481 10.08988 6.56033
H 29.02299 9.40667 4.99482
H 24.94531 12.74186 5.19933
H 24.57395 12.05007 3.79408

The value obtained for the molecular weight is 980.5 g mol⁻¹. As for the total charge: 0. Its structure (SMILES) is COC[C@H](C)N.COC[C@H](C)N.COC[C@H](C)N.COC[C@H](C)N.COC[C@H](C)N.COC[C@H](C)N.COC[C@H](C)N.COC[C@H](C)N.COC[C@H](C)N.COC[C@H](C)N.COC[C@H](C)N. As for the frontier orbital gap: 8.652 eV. Its relative energy (zero: lowest compared OMol25 entry of this formula, charge and spin) is 47.06 kcal per mole. The value obtained for the HOMO energy is -0.310 Eh.


Number 1: strongest force on any atom 3.06 eV/Å. Number 2: strongest force on any atom 2.44 eV/Å.